(1)
C5H7NO3S in the gas phase. Source: OMol25; level of theory: ωB97M-V/def2-TZVPD.

Calculated values
Total energy in eV: -23764.2684

Last column: Löwdin charge in e.
Atoms and positions in Å:
1 C 1.6647 -0.5542 -0.9898  -0.05
2 C 0.2778 -0.0415 -1.0675  -0.27
3 C -0.4575 0.1096 -2.2349  0.00
4 O -1.6725 0.6907 -1.9302  0.04
5 C -1.6921 0.8600 -0.6160  -0.07
6 C -0.4891 0.4610 -0.0531  -0.29
7 S -0.0323 0.5546 1.5826  0.62
8 N -0.3556 -1.1012 2.2079  -0.08
9 O 1.3512 0.7110 1.7871  -0.28
10 O -0.9559 1.3751 2.2976  -0.30
11 H 1.8035 -1.2165 -1.9064  0.10
12 H 2.5656 0.0991 -0.9811  0.10
13 H 1.8242 -1.3257 -0.2086  0.09
14 H -0.2522 0.1431 -3.2496  0.11
15 H -2.4156 1.5524 -0.1607  0.15
16 H 0.1848 -1.3282 3.0803  0.08
17 H -1.3490 -0.9894 2.4425  0.04



(2)
C5H7NO4S in the gas phase. Source: OMol25; level of theory: ωB97M-V/def2-TZVPD.

Calculated values
Total energy in eV: -25807.5242

Last column: Löwdin charge in e.
Atoms and positions in Å:
1 C -0.9243 1.5739 0.8121  -0.23
2 C -2.6881 -1.2052 -0.0340  -0.81
3 C 0.0268 0.7160 1.4651  -0.28
4 C 0.8070 -0.2443 0.5297  -0.07
5 C 0.4841 1.5595 -1.1176  0.13
6 N 1.1359 0.5472 -0.7865  -0.01
7 O -3.0879 -2.3810 -0.7348  0.03
8 O -2.1210 -1.3266 1.0154  0.06
9 O -2.9293 -0.2013 -0.7014  -0.12
10 O -2.7121 2.4516 -0.7483  -0.50
11 S -2.5318 1.4575 0.3307  0.99
12 H 0.6982 1.3981 1.9401  0.10
13 H -0.3146 0.0161 2.1972  0.12
14 H 1.7829 -0.5624 0.9771  0.13
15 H 0.3594 -1.0822 0.1268  0.09
16 H 0.4629 2.0314 -2.0983  0.09
17 H 1.4974 -0.0980 -1.4397  0.13
18 H -3.7224 -2.2243 -1.5245  0.15



(3)
C5H7NO4S in the gas phase. Source: OMol25; level of theory: ωB97M-V/def2-TZVPD.

Calculated values
Total energy in eV: -25808.9120

Last column: Löwdin charge in e.
Atoms and positions in Å:
1 C -1.2520 1.5476 0.9376  -0.08
2 C 0.1320 1.3158 0.5683  -0.21
3 C -2.1933 0.6367 0.8289  -0.12
4 C 0.4693 0.3436 -0.2509  -0.19
5 C -1.4016 -0.9342 -0.7178  -0.23
6 N -0.8510 -2.1012 -0.8354  0.15
7 O 1.6896 -1.5142 0.2593  -0.32
8 O 3.0092 0.5684 0.9854  -0.33
9 O 2.8809 0.0569 -1.3876  -0.14
10 O -2.0700 -0.6686 0.3949  0.02
11 S 2.1304 -0.1489 0.0297  0.65
12 H -1.4406 2.5020 1.4122  0.11
13 H 0.9138 1.8884 1.1247  0.11
14 H -3.1922 0.7639 1.2090  0.12
15 H -1.4342 -0.2197 -1.5016  0.14
16 H -0.1163 -2.1582 -1.5276  0.13
17 H 3.3404 0.8157 -1.5150  0.02
18 H -0.6146 -2.6938 -0.0141  0.16



(4)
C5H7NOS in the gas phase. Source: OMol25; level of theory: ωB97M-V/def2-TZVPD.

Calculated values
Total energy in eV: -19670.5514

Last column: Löwdin charge in e.
Atoms and positions in Å:
1 N 2.2263 -1.0508 0.0996  0.17
2 C 1.1097 -0.5843 -0.4778  -0.38
3 C 0.0228 0.0125 0.0608  -0.28
4 C -0.2700 0.1811 1.4371  -0.66
5 S -1.6449 0.8210 2.0727  0.59
6 C -0.9353 0.3725 -1.0682  -0.12
7 C -0.0548 0.0820 -2.2977  -0.12
8 O 1.1353 -0.5947 -1.8245  0.00
9 H 2.2089 -1.2731 1.1276  0.14
10 H 2.8952 -1.5780 -0.4796  0.13
11 H 0.5553 -0.1404 2.1183  0.06
12 H -1.2038 1.3605 -1.0006  0.08
13 H -1.8203 -0.2372 -1.1064  0.11
14 H -0.4921 -0.5780 -3.0609  0.12
15 H 0.2734 1.0417 -2.7885  0.14



(5)
C5H7NOS in the gas phase. Source: OMol25; level of theory: ωB97M-V/def2-TZVPD.

Calculated values
Total energy in eV: -19668.6456

Last column: Löwdin charge in e.
Atoms and positions in Å:
1 C -0.6577 0.4661 -0.7779  -0.08
2 C 1.0954 -0.5856 0.9343  -0.62
3 C -1.2653 1.6003 -0.8128  0.02
4 C -0.4539 -0.9446 -1.0527  -0.17
5 C 0.2490 -1.5963 0.1517  -0.09
6 N 1.0491 0.6359 0.3814  -0.40
7 O 1.7202 -0.8846 1.9290  0.04
8 S 1.3293 2.0952 1.0747  0.80
9 H -0.8400 2.4522 -0.2888  0.02
10 H -2.1827 1.7782 -1.3497  0.08
11 H -1.4124 -1.4406 -1.2475  0.13
12 H 0.1711 -1.0412 -1.9477  0.13
13 H 0.8882 -2.4252 -0.1537  0.12
14 H -0.4845 -1.9875 0.8597  0.12
15 H 0.7940 1.8777 2.3000  -0.11



(6)
C5H7NOS in the gas phase. Source: OMol25; level of theory: ωB97M-V/def2-TZVPD.

Calculated values
Total energy in eV: -19668.5680

Last column: Löwdin charge in e.
Atoms and positions in Å:
1 C -0.8212 0.6277 -0.4548  -0.57
2 C -0.2693 -0.7061 -0.9889  -0.32
3 C 1.3792 -0.7868 -0.9176  -0.20
4 C 1.2700 0.7350 1.0791  -0.17
5 C -0.2199 0.5165 0.8786  -0.50
6 H -0.6555 -1.1962 -1.8027  0.07
7 H 1.7177 -0.9839 -1.9633  0.11
8 H 1.6007 -1.7137 -0.1943  0.13
9 H 2.9228 0.5952 -0.2253  0.15
10 H 1.6550 0.1481 1.9281  0.12
11 H 1.3550 1.7648 1.1489  0.09
12 H -0.5973 1.0956 1.7324  0.13
13 N 1.8354 0.5039 -0.3466  -0.09
14 O -1.6750 1.4798 -0.8265  0.02
15 S -0.9674 -1.0871 0.6773  1.01



(7)
A molecular structure, C5H7NOS. Source: OMol25; level of theory: ωB97M-V/def2-TZVPD.

Calculated values
Total energy in eV: -19666.4378

Last column: Löwdin charge in e.
Atoms and positions in Å:
1 C -0.7202 -2.3779 1.3590  -0.14
2 C -0.4480 -0.8603 1.3840  -0.53
3 C -0.3210 -0.1236 0.0062  -0.69
4 C 0.3175 1.1793 0.2322  -0.11
5 C 0.7002 1.9341 -0.8604  -0.24
6 H -2.0593 -2.4634 1.4166  0.15
7 H -0.3331 -2.7168 0.1165  0.06
8 H 0.1307 -3.1260 2.3159  0.19
9 H 0.3301 1.6744 1.1878  0.10
10 H 1.3495 2.8232 -0.7714  0.13
11 H -0.0087 1.1180 -2.7380  0.11
12 H 1.1375 2.5589 -2.6428  0.12
13 N 0.6124 1.8215 -2.1480  0.06
14 O -0.1478 -0.5144 2.5130  0.03
15 S -0.5397 -0.9271 -1.3706  0.75



(8)
C5H7NOS in the gas phase. Source: OMol25; level of theory: ωB97M-V/def2-TZVPD.

Calculated values
Total energy in eV: -19669.8434

Last column: Löwdin charge in e.
Atoms and positions in Å:
1 C 1.7923 0.0423 1.8405  0.09
2 C 1.3797 0.0797 0.5900  -0.25
3 C 2.2044 0.1335 -0.6646  -0.10
4 C 1.1823 0.5561 -1.7512  -0.12
5 O -0.0591 0.1133 -1.1921  -0.06
6 C -0.0004 -0.0754 0.1516  -0.50
7 N -1.0042 -0.3017 0.8695  -0.29
8 S -2.5363 -0.2934 0.1405  0.74
9 H 2.8471 0.2229 2.1151  0.08
10 H 1.0922 0.1173 2.6574  0.07
11 H 3.0013 0.8448 -0.5655  0.12
12 H 2.5211 -0.8769 -0.7714  0.12
13 H 1.3411 0.0806 -2.7628  0.15
14 H 1.1598 1.6247 -1.7455  0.11
15 H -3.2294 -0.5296 1.2767  -0.15



- What is the total energy in the first record?
  -23764.2684 eV



- What is the formula in the first record?
  C5H7NO3S